{"formula": "C19H112F4N4O40P", "method": "ωB97M-V/def2-TZVPD", "e_homo_ev": -11.383, "spin_multiplicity": 1, "gap_ev": 8.3756, "relative_energy_kj_mol": 0.0, "charge": 1, "mol_weight_g_mol": 1144.06, "e_lumo_ev": -3.01, "fmax_ev_per_a": 2.45, "energy_ev": -129532.8333, "elements": ["C", "C", "C", "C", "C", "C", "C", "C", "C", "C", "C", "C", "C", "C", "C", "C", "C", "N", "C", "N", "F", "N", "C", "F", "F", "F", "N", "P", "O", "O", "H", "H", "H", "H", "H", "H", "H", "H", "H", "H", "H", "H", "H", "H", "H", "H", "H", "H", "H", "H", "H", "H", "H", "H", "H", "H", "H", "H", "H", "H", "H", "H", "H", "H", "H", "H", "O", "H", "H", "O", "H", "H", "O", "H", "H", "O", "H", "H", "O", "H", "H", "O", "H", "H", "O", "H", "H", "O", "H", "H", "O", "H", "H", "O", "H", "H", "O", "H", "H", "O", "H", "H", "O", "H", "H", "O", "H", "H", "O", "H", "H", "O", "H", "H", "O", "H", "H", "O", "H", "H", "O", "H", "H", "O", "H", "H", "O", "H", "H", "O", "H", "H", "O", "H", "H", "O", "H", "H", "O", "H", "H", "O", "H", "H", "O", "H", "H", "O", "H", "H", "O", "H", "H", "O", "H", "H", "O", "H", "H", "O", "H", "H", "O", "H", "H", "O", "H", "H", "O", "H", "H", "O", "H", "H", "O", "H", "H", "O", "H", "H"], "positions_angstrom": [[-0.047342, 1.781077, 3.363665], [-0.712465, 1.745201, 1.994499], [0.088989, 2.534083, 0.963439], [-0.638675, 2.531234, -0.385349], [-0.286501, 3.723131, -1.303864], [-1.504968, 4.577224, -1.690603], [-1.841599, 4.614488, -3.191264], [-2.949520, 3.589858, -3.554583], [-2.261055, 2.313803, -4.143885], [-2.827336, 0.999637, -3.584273], [-4.324894, 1.069720, -3.384171], [-4.941370, -0.319153, -3.091380], [-4.554318, -0.729668, -1.640600], [-3.645729, -1.980290, -1.667347], [-2.600252, -2.010896, -0.554931], [-1.499798, -3.091488, -0.877796], [-0.251925, -2.521183, -1.399664], [-0.322643, -1.620574, -2.361552], [0.911883, -1.312085, -2.647609], [1.144664, -0.443179, -3.612397], [2.375570, -0.073199, -4.025997], [1.793275, -1.960246, -1.860284], [3.210159, -1.970754, -1.705811], [3.687042, -3.158107, -2.132913], [3.825941, -1.009278, -2.357797], [3.501379, -1.855137, -0.398506], [1.005290, -2.787015, -1.061113], [1.328870, -4.036600, 0.234416], [2.846448, -4.503369, 0.113528], [0.568901, -5.377392, -0.347144], [-0.583822, 1.139408, 4.050087], [0.948901, 1.359125, 3.265862], [0.026158, 2.775067, 3.758291], [-1.711910, 2.157797, 2.024101], [-0.751064, 0.710544, 1.651783], [0.178273, 3.556128, 1.308639], [1.072338, 2.086200, 0.843939], [-1.701104, 2.513416, -0.178318], [-0.414735, 1.627905, -0.924063], [0.244080, 3.362465, -2.175637], [0.403790, 4.361328, -0.766628], [-1.317771, 5.593254, -1.376905], [-2.350401, 4.222392, -1.119430], [-0.970262, 4.473284, -3.800898], [-2.241896, 5.601558, -3.389283], [-3.485729, 3.356645, -2.651575], [-3.589351, 3.978094, -4.331462], [-2.313951, 2.293792, -5.223020], [-1.212513, 2.397284, -3.862047], [-2.372735, 0.769239, -2.626879], [-2.589440, 0.153599, -4.228950], [-4.501485, 1.677675, -2.506787], [-4.798594, 1.579162, -4.213223], [-6.010611, -0.232783, -3.205118], [-4.571641, -1.064826, -3.784168], [-4.111270, 0.117010, -1.135383], [-5.464807, -0.976314, -1.121042], [-4.290551, -2.833170, -1.513651], [-3.093262, -2.066825, -2.595140], [-2.099656, -1.054064, -0.474834], [-3.040215, -2.262509, 0.392535], [-1.334912, -3.664857, 0.023592], [-1.886568, -3.796682, -1.602477], [0.363879, 0.006994, -4.086380], [2.960132, -5.264319, -0.501754], [1.181202, -6.125695, -0.234187], [2.633838, -0.071124, -6.906769], [3.080234, -0.742996, -7.431368], [2.645541, -0.403113, -6.005204], [2.975994, -6.905775, -1.238617], [3.134381, -7.785636, -0.869036], [2.417454, -7.081956, -2.009293], [1.075657, 3.294424, 5.763467], [1.745615, 2.734118, 6.162897], [1.565779, 4.083789, 5.480562], [-5.286039, -4.075507, -3.361831], [-5.209375, -4.954652, -2.967499], [-5.743831, -4.260144, -4.194797], [-5.542642, -6.366747, -1.663499], [-6.465624, -6.587507, -1.505637], [-5.051240, -7.081034, -1.242543], [0.064987, -8.078538, 1.370061], [0.044820, -7.787024, 2.289340], [-0.142146, -7.282415, 0.872832], [2.847872, 5.166484, 4.442888], [2.966292, 6.073121, 4.741713], [3.232891, 5.168433, 3.561126], [-2.410269, -6.520396, -2.227532], [-1.760347, -6.077072, -1.669970], [-3.153363, -5.898549, -2.264189], [2.681746, 4.758280, 7.629643], [1.809003, 4.389758, 7.810723], [3.295337, 4.137883, 8.046808], [5.160076, -1.376487, 2.015476], [5.268428, -2.201176, 2.498974], [4.617065, -1.604627, 1.256539], [-2.820198, -4.987358, -5.069591], [-2.549478, -5.654600, -4.431277], [-3.257482, -4.309493, -4.535062], [-7.428466, 1.517885, -4.040035], [-8.304969, 1.305786, -3.703030], [-7.332155, 0.955597, -4.815469], [3.808111, 7.655373, 8.639437], [3.189007, 7.027375, 8.246264], [4.543959, 7.101529, 8.921223], [-4.822402, -1.088674, 1.361220], [-4.918997, -0.365419, 1.987699], [-5.607064, -1.624883, 1.507384], [3.881258, -5.762457, -3.341922], [4.167591, -6.326702, -2.612652], [3.625510, -4.934634, -2.924954], [-4.249358, -8.270119, -3.663865], [-3.620467, -7.768346, -3.137521], [-3.742272, -8.570990, -4.427193], [3.228718, 6.745912, 2.115255], [3.523711, 7.555542, 1.686171], [2.548599, 6.399367, 1.529423], [3.952003, 3.383084, 10.023408], [3.439853, 3.624286, 10.805428], [4.854263, 3.290392, 10.350818], [-2.984011, -6.854712, 0.778344], [-2.467734, -7.446518, 0.218877], [-2.952989, -7.266426, 1.650161], [6.580735, -5.700141, -2.694072], [7.379764, -5.285388, -2.351972], [5.949054, -4.982046, -2.785804], [-5.671044, 3.569745, -1.311503], [-5.333526, 4.388870, -1.688979], [-6.323164, 3.268459, -1.954539], [6.325950, 9.632581, 7.897273], [6.195720, 10.361761, 8.515626], [5.593676, 9.033077, 8.074666], [2.025471, 5.666921, 11.110555], [2.143480, 6.581025, 11.387214], [2.428220, 5.636009, 10.233884], [-4.723116, 2.895850, -6.455218], [-5.593227, 2.643900, -6.127659], [-4.598502, 2.353676, -7.240771], [5.738704, 7.381748, 1.155401], [6.341900, 6.889980, 0.592217], [5.868033, 6.994416, 2.031485], [-2.633589, 7.584885, -0.775280], [-2.725098, 7.893882, 0.131593], [-2.885991, 8.342856, -1.311970], [-0.359699, -11.281238, 1.725301], [-0.214679, -10.335708, 1.831767], [0.251859, -11.697746, 2.339779], [-6.200547, -5.852564, -5.374740], [-6.882471, -6.424028, -5.739122], [-5.521148, -6.460140, -5.049588], [-1.677197, -8.396642, -4.973355], [-1.040295, -7.897696, -4.453293], [-1.179904, -8.700705, -5.739527], [-2.865737, -4.045276, 2.114884], [-2.744788, -4.890775, 1.663686], [-1.980319, -3.677760, 2.200720], [6.258554, -8.434854, -4.796306], [7.059161, -8.178472, -5.262994], [6.143235, -7.743697, -4.135068], [2.235089, -9.507178, -2.178765], [1.671304, -10.277249, -2.047251], [3.060511, -9.871363, -2.518890], [1.053691, 5.559674, -4.190625], [1.301880, 4.756392, -4.661975], [1.881273, 6.043471, -4.101864], [7.477900, 6.149308, 3.512792], [8.091200, 5.649978, 2.965133], [7.576543, 5.769924, 4.391634], [-7.095087, 0.683559, 0.980482], [-6.698626, 1.459734, 0.568695], [-7.795246, 0.423272, 0.374740], [6.008914, 9.612122, 3.254283], [6.259175, 8.760228, 3.625106], [5.566109, 9.388509, 2.429695], [6.649863, 4.633422, 11.171533], [7.317483, 4.079273, 11.588506], [7.133094, 5.417202, 10.892306], [6.755130, 12.401600, 7.561508], [6.998563, 11.585823, 7.105845], [7.572574, 12.905763, 7.610711]], "forces_ev_per_a": [[-0.2929, -0.6792, -0.7197], [0.9827, 0.0751, 0.0408], [-0.8674, -0.4740, -0.3776], [0.5174, 0.6614, 0.0114], [-0.4589, -0.2623, 0.5479], [0.8917, 0.0641, -0.6267], [-1.6825, -0.0346, 0.7623], [2.0244, -0.3333, -0.8546], [-0.3418, -0.1723, 1.0777], [0.0213, 0.3000, -0.2660], [-0.2423, -0.9886, 0.1161], [0.6163, 1.1060, 0.6374], [-0.1774, -0.8578, -1.4344], [0.1139, 0.7669, 1.2234], [0.6796, -0.4137, -0.7667], [-0.5514, 0.0273, 1.2588], [-0.9580, 0.3948, -0.5664], [-0.6630, 0.1803, -0.3546], [0.7456, 0.7566, -0.5290], [-0.6229, 0.5724, -0.5612], [-0.1436, -0.0407, 0.1241], [0.2393, -0.2809, 0.0165], [0.8400, -0.1498, 0.5005], [0.0687, 0.5432, 0.1201], [-0.4529, -0.3728, 0.2308], [-0.2679, -0.1130, -0.6247], [0.4826, -0.7772, -0.1229], [-0.2513, -0.5755, 2.3639], [-0.2912, 0.2590, -0.5739], [0.1609, 0.4593, -0.2466], [-0.1666, 0.0364, 0.4034], [0.3235, 0.0851, 0.1272], [0.0278, 0.3446, 0.2555], [-0.3981, -0.0484, 0.0776], [-0.3611, -0.1984, -0.0571], [0.2568, 0.3286, 0.1172], [0.3605, 0.1722, 0.1457], [-0.3698, 0.0436, -0.0846], [0.0343, -0.8098, -0.1793], [0.1209, 0.0312, -0.3575], [0.3574, 0.1214, 0.0848], [-0.0182, 0.2627, 0.1596], [-0.4427, 0.0453, 0.1007], [0.3711, 0.0900, -0.2419], [0.0925, 0.3525, -0.2086], [-0.4063, -0.0675, 0.0875], [-0.5036, 0.1913, 0.0148], [-0.1109, 0.2115, -0.3253], [0.3172, -0.1996, -0.1257], [0.2494, -0.0277, 0.3947], [0.1134, -0.1234, -0.2865], [-0.2993, 0.2182, 0.1001], [-0.0895, -0.0322, -0.3297], [-0.3112, -0.1704, 0.0543], [-0.0236, -0.1697, -0.3347], [0.2840, 0.1099, 0.2558], [-0.1510, -0.0159, 0.4531], [-0.0142, -0.4706, -0.4366], [-0.2144, 0.0180, -0.4819], [0.0318, 0.3907, 0.1394], [-0.1174, 0.0270, 0.3708], [0.2803, -0.2422, 0.2419], [-0.0597, -0.1145, -0.4315], [0.2926, 0.0909, -0.0254], [0.4376, -0.1371, 0.0311], [0.0484, -0.1979, -0.4073], [-0.0620, -0.0210, 0.0545], [-0.0181, 0.0259, -0.0449], [0.1291, -0.0295, -0.1589], [-0.4776, -0.1882, 0.6110], [-0.0845, -0.0796, 0.0924], [0.1041, -0.1155, -0.1283], [-0.1819, 0.1055, 0.2153], [0.0716, 0.0083, -0.0626], [0.1527, -0.1782, -0.1226], [0.3263, 0.0695, -0.2340], [-0.3444, -0.0019, 0.2114], [-0.0315, -0.0684, 0.0025], [0.2307, -0.0726, 0.2251], [-0.0568, 0.1000, -0.1317], [-0.0202, -0.0122, 0.0045], [0.1016, 0.0534, 0.1070], [0.0335, -0.0354, 0.0223], [-0.2333, 0.0647, 0.0050], [0.0567, -0.1385, 0.1913], [-0.0292, 0.0216, 0.0039], [-0.0688, 0.1362, -0.0609], [0.0278, 0.3341, 0.0144], [0.0298, -0.0304, 0.0018], [-0.0555, -0.0571, 0.1226], [0.1319, 0.2165, 0.3087], [-0.0468, 0.0154, -0.1508], [0.0016, 0.0834, 0.2388], [-0.0216, -0.0382, -0.0383], [0.0292, 0.0268, 0.0435], [0.1136, 0.0119, 0.1501], [0.1845, 0.1770, 0.1680], [0.0074, -0.1467, -0.0704], [-0.2538, -0.0728, -0.0836], [-0.1652, 0.1289, -0.0397], [-0.0428, 0.0529, -0.0261], [0.0332, -0.0581, 0.0362], [0.1522, -0.0260, 0.1114], [0.0051, -0.0999, -0.1672], [-0.0580, -0.0830, 0.0450], [0.3098, -0.2104, 0.2712], [-0.1183, 0.0754, -0.0767], [-0.0607, 0.0589, -0.0260], [-0.0280, 0.2974, -0.4272], [0.1050, 0.1468, -0.1265], [-0.0254, -0.1776, -0.1303], [-0.4625, 0.0710, -0.1773], [0.1619, -0.2024, -0.1221], [0.2119, 0.0214, 0.1544], [-0.3565, -0.0193, 0.0100], [0.2390, -0.1096, -0.0707], [-0.0675, 0.0149, 0.0405], [-0.0242, -0.1186, 0.0076], [-0.0427, 0.0985, -0.0497], [0.0505, 0.2177, -0.0489], [0.2684, 0.0931, 0.1067], [-0.1532, -0.0786, -0.0686], [-0.1434, -0.0643, -0.0171], [0.1983, 0.0108, 0.2111], [0.0652, -0.1228, -0.0064], [-0.0617, -0.0475, -0.2597], [-0.1773, -0.0253, 0.0220], [0.0462, 0.0312, 0.0773], [0.0568, -0.0569, -0.0685], [0.1026, -0.0978, 0.2143], [-0.0136, 0.0418, -0.0497], [-0.2346, 0.0160, -0.1563], [0.1230, -0.0893, -0.1323], [-0.0117, -0.0007, 0.0414], [-0.0388, 0.0165, -0.0332], [-0.0732, -0.1121, -0.0709], [-0.0040, 0.1173, 0.0503], [0.0340, 0.0498, -0.0343], [0.1124, 0.0433, 0.0595], [0.0231, 0.1020, -0.0888], [0.0421, -0.1035, -0.0437], [-0.0561, 0.0944, 0.0193], [0.0009, -0.0329, 0.0172], [0.0168, -0.0107, -0.0319], [0.0369, 0.0452, 0.0149], [0.0137, 0.0507, -0.1195], [-0.0297, -0.0516, 0.0046], [0.0742, -0.1529, 0.0051], [-0.0473, 0.0483, 0.0024], [0.0176, -0.0017, 0.0056], [0.1570, -0.0245, -0.0529], [-0.0403, 0.0068, 0.0462], [-0.0672, 0.0030, -0.0521], [0.1742, -0.1293, -0.0848], [-0.1235, -0.0753, -0.0767], [-0.0541, 0.0558, 0.1822], [-0.0713, 0.0087, 0.1164], [0.0063, -0.0398, -0.0358], [0.0730, 0.1334, -0.0163], [0.1744, 0.0554, 0.0731], [-0.0752, 0.0459, 0.0667], [-0.0249, -0.0116, -0.1210], [0.2457, -0.0827, -0.0306], [-0.0573, 0.0726, -0.0196], [-0.0289, 0.0726, 0.0053], [-0.0811, -0.0230, -0.0691], [0.0485, 0.0475, -0.0115], [-0.0779, 0.0450, 0.0377], [-0.1475, 0.1300, -0.0501], [0.0708, 0.0224, 0.0065], [-0.0229, -0.0063, 0.0350], [-0.1440, 0.0055, 0.0873], [0.1158, 0.0373, 0.0354], [0.1582, -0.0077, -0.1048], [0.0553, -0.1444, -0.0252], [-0.0117, 0.0090, 0.0468], [-0.0552, 0.0369, -0.0195], [0.1613, -0.0564, 0.0425], [-0.1369, 0.0149, -0.1018], [-0.0319, 0.0573, 0.0171]], "lowdin_charge": [-0.114, -0.274, -0.224, -0.210, -0.181, -0.182, -0.186, -0.167, -0.178, -0.211, -0.221, -0.171, -0.169, -0.191, -0.153, -0.103, -0.283, 0.261, -0.271, 0.163, 0.042, 0.149, -0.571, 0.149, 0.227, 0.159, -0.038, 0.953, -0.242, -0.261, 0.070, 0.071, 0.047, 0.105, 0.096, 0.109, 0.109, 0.096, 0.078, 0.085, 0.093, 0.079, 0.095, 0.065, 0.102, 0.066, 0.094, 0.097, 0.075, 0.088, 0.103, 0.078, 0.083, 0.075, 0.095, 0.101, 0.090, 0.100, 0.091, 0.103, 0.071, 0.063, 0.117, 0.190, 0.033, 0.032, -0.051, 0.043, -0.013, -0.064, 0.084, 0.069, -0.074, 0.037, -0.003, -0.067, -0.016, 0.021, -0.039, 0.070, 0.040, -0.033, 0.063, -0.003, -0.054, 0.048, 0.018, -0.039, 0.030, 0.041, -0.056, 0.045, 0.022, -0.044, 0.039, -0.013, -0.053, -0.014, 0.010, -0.049, 0.048, 0.046, -0.050, 0.015, 0.039, -0.046, 0.042, 0.050, -0.050, 0.015, 0.001, -0.058, -0.028, 0.019, -0.054, 0.035, 0.049, -0.055, 0.036, 0.020, -0.044, 0.029, 0.060, -0.047, 0.051, 0.012, -0.053, 0.042, 0.032, -0.063, 0.030, 0.002, -0.055, 0.043, -0.001, -0.043, 0.026, 0.046, -0.058, 0.048, 0.011, -0.051, 0.039, 0.039, -0.057, -0.010, 0.036, -0.050, 0.051, 0.026, -0.038, 0.036, 0.056, -0.043, -0.006, 0.032, -0.061, 0.036, -0.002, -0.042, 0.059, 0.059, -0.049, 0.038, 0.041, -0.041, 0.045, 0.048, -0.049, 0.032, 0.038, -0.054, 0.013, 0.009, -0.048, 0.044, 0.042, -0.062, 0.019, 0.038]}